Below is H3NP2S in the gas phase in a non-equilibrium geometry, with properties calculated with ωB97M-V/def2-TZVPD.

Properties
Strongest force on any atom in eV/Å: 2.790
2S+1: 1
Electronic energy in eV: -30949.5955

```
7
Properties=species:S:1:pos:R:3:forces:R:3
N 0.74996 0.31283 -0.38645 1.82 0.56 1.47
P 1.45409 -1.18401 -0.06367 -2.38 1.30 -0.67
P -0.93850 0.89398 -0.39938 0.01 -0.43 0.43
S -1.92948 -0.68526 0.17478 -0.91 -0.96 -0.23
H 1.28321 1.21358 -0.17817 -0.15 -1.93 -0.70
H 0.10660 -1.89585 -0.08398 1.34 0.77 -0.04
H -0.72588 1.34474 0.93686 0.28 0.70 -0.28
```
Forces are in eV/Å.

Here are the natural (NBO) charges for atoms 1 to 4, given in e:
1. N -1.150
2. P 0.700
3. P 0.631
4. S -0.587